1.
Here is a molecular structure, C36H44AlN4S3Sb from OMol25. Energies are from ωB97M-V with the def2-TZVPD basis set.

Summary:
<S²> = 0.88
HOMO-LUMO gap (alpha / beta) = 5.649 / 5.471 eV

Geometry as ORCA input:
```
! RIJCOSX wB97M-V def2-TZVPD def2/J DEFGRID3
* xyz -1 2
Al -0.003 -0.234 -0.249
C 4.889 -3.781 -0.456
C 4.049 -3.654 0.822
C 2.623 -3.302 0.524
C 1.542 -4.152 0.278
C 1.543 -5.649 0.241
C 0.672 -6.273 1.338
C 0.446 -3.317 -0.060
N 0.815 -2.001 0.079
C 2.124 -2.003 0.370
C 2.766 -0.668 0.362
C 2.199 0.140 1.482
C 2.743 0.742 2.598
C 4.098 0.478 3.187
C 5.181 1.382 2.584
C 1.773 1.689 3.036
C 0.734 1.630 2.122
C -0.158 2.721 1.681
C -1.213 2.389 0.696
N -1.238 1.306 -0.129
C -2.339 1.495 -0.953
C -2.814 0.562 -1.863
C -2.431 -0.761 -1.924
N -1.404 -1.305 -1.185
C -1.535 -2.676 -1.323
C -0.732 -3.636 -0.729
C -2.640 -2.979 -2.191
C -3.167 -1.789 -2.602
C -4.339 -1.567 -3.508
C -3.939 -0.995 -4.874
C -3.071 -4.359 -2.580
C -3.974 -5.037 -1.544
C -2.984 2.715 -0.639
C -2.297 3.252 0.437
C -2.589 4.537 1.152
C -3.340 4.346 2.477
C -4.262 3.211 -1.238
C -5.484 2.607 -0.530
N 0.950 0.621 1.231
C 1.949 2.720 4.111
C 0.929 2.599 5.248
H 5.939 -3.976 -0.225
H 4.829 -2.860 -1.037
H 4.511 -4.593 -1.080
H 4.485 -2.879 1.458
H 4.092 -4.591 1.382
H 2.569 -6.010 0.346
H 1.190 -5.984 -0.740
H 1.026 -5.962 2.322
H 0.693 -7.364 1.288
H -0.361 -5.939 1.239
H 3.852 -0.712 0.365
H 4.364 -0.570 3.023
H 4.059 0.628 4.269
H 5.252 1.220 1.507
H 6.162 1.181 3.025
H 4.927 2.430 2.745
H -0.571 3.302 2.503
H -3.651 0.866 -2.479
H -0.969 -4.678 -0.902
H -5.047 -0.889 -3.024
H -4.858 -2.516 -3.656
H -3.399 -0.055 -4.755
H -4.820 -0.811 -5.492
H -3.287 -1.693 -5.400
H -2.183 -4.977 -2.740
H -3.600 -4.318 -3.534
H -3.473 -5.116 -0.578
H -4.240 -6.044 -1.874
H -4.892 -4.465 -1.399
H -3.183 5.179 0.498
H -1.650 5.063 1.336
H -4.303 3.861 2.308
H -3.520 5.304 2.968
H -2.770 3.717 3.163
H -4.312 2.960 -2.300
H -4.304 4.299 -1.162
H -5.449 1.517 -0.585
H -6.413 2.951 -0.990
H -5.494 2.886 0.523
H 1.868 3.713 3.656
H 2.957 2.638 4.525
H -0.088 2.676 4.863
H 1.077 3.386 5.992
H 1.024 1.631 5.744
S 2.775 3.918 -2.308
Sb 2.780 2.764 -0.371
S 2.201 0.154 -1.241
S 0.902 4.018 0.761
*
```

Mulliken atomic charge list, values in e, 8 entries: Al 1.00; C -1.17; C -0.87; C 0.47; C 0.61; C -0.87; C -1.18; C 0.07

=====

2.
Here is 5 unconnected molecules or ions with the total composition C36H44BF34O4Si in a non-equilibrium geometry from OMol25. Energies are from ωB97M-V with the def2-TZVPD basis set.

Summary:
energy relative to the best compared isomer or geometry (same formula, charge and spin) = 77.7 kJ/mol
HOMO-LUMO gap = 6.889 eV

Geometry as ORCA input:
```
! RIJCOSX wB97M-V def2-TZVPD def2/J DEFGRID3
* xyz -1 1
C -5.281 0.028 7.253
C -4.564 0.076 5.865
C -3.070 -0.135 6.133
C -5.083 -1.095 5.007
C -5.348 -0.789 3.512
B -4.275 0.184 2.734
C -2.813 -0.535 2.448
F -2.662 -1.769 3.100
F -1.794 0.299 2.937
C -2.476 -0.817 0.970
C -1.512 0.188 0.314
Si 0.297 -0.331 0.356
C 0.980 -0.396 2.118
C 0.570 -2.037 -0.394
C 1.281 1.042 -0.527
C 0.710 1.862 -1.463
C 1.457 2.849 -2.031
C 2.753 3.042 -1.682
C 3.339 2.220 -0.763
C 2.593 1.226 -0.190
H -5.070 -0.895 7.786
H -4.911 0.895 7.810
H -6.346 0.195 7.077
H -4.805 1.053 5.457
H -2.988 -0.931 6.882
H -2.571 0.737 6.564
H -2.533 -0.494 5.258
H -4.450 -1.978 5.106
H -6.048 -1.389 5.447
H -5.324 -1.757 2.989
H -6.363 -0.410 3.366
H -4.757 0.448 1.634
H -4.125 1.245 3.310
H -3.416 -0.765 0.427
H -2.126 -1.852 0.884
H -1.777 0.247 -0.749
H -1.607 1.199 0.709
H 0.344 -0.987 2.773
H 0.983 0.630 2.494
H 2.019 -0.733 2.129
H -0.221 -2.688 -0.019
H 0.548 -2.034 -1.482
H 1.501 -2.465 -0.021
H -0.327 1.745 -1.746
H 1.001 3.496 -2.774
H 3.327 3.846 -2.119
H 4.371 2.362 -0.457
H 3.069 0.595 0.552
C 7.861 4.095 -2.599
C 6.460 4.031 -3.237
C 5.878 2.650 -3.544
F 6.621 1.990 -4.456
F 4.638 2.793 -4.062
F 6.432 4.811 -4.341
F 5.611 4.602 -2.332
O 8.968 4.382 -3.446
C 9.667 3.389 -4.100
C 9.606 3.568 -5.620
F 8.335 3.507 -6.059
F 10.304 2.573 -6.217
F 9.279 2.158 -3.719
F 10.967 3.516 -3.737
H 7.821 4.958 -1.935
H 8.053 3.239 -1.953
H 5.801 2.043 -2.637
H 10.033 4.531 -5.906
C -4.544 -5.213 6.300
C -4.944 -4.634 7.672
C -4.351 -5.290 8.920
F -4.742 -6.575 9.053
F -4.781 -4.627 10.022
F -6.292 -4.584 7.763
F -4.491 -3.355 7.676
O -5.462 -6.093 5.653
C -5.452 -7.450 5.866
C -6.783 -7.935 6.447
F -7.031 -7.358 7.637
F -6.729 -9.278 6.638
F -4.404 -7.847 6.615
F -5.310 -8.044 4.655
H -4.511 -4.347 5.638
H -3.532 -5.616 6.305
H -3.259 -5.248 8.899
H -7.602 -7.702 5.763
C 2.794 7.483 -6.044
C 1.427 6.944 -5.578
C 0.393 7.958 -5.081
F 0.814 8.605 -3.978
F -0.746 7.303 -4.757
F 1.613 5.978 -4.656
F 0.864 6.349 -6.671
O 3.889 7.392 -5.144
C 4.176 8.385 -4.231
C 4.100 7.860 -2.796
F 2.864 7.408 -2.515
F 4.385 8.862 -1.928
F 3.407 9.477 -4.412
F 5.456 8.771 -4.453
H 3.082 6.823 -6.862
H 2.711 8.477 -6.485
H 0.159 8.689 -5.860
H 4.813 7.045 -2.649
C -1.222 -6.100 -3.206
C -1.083 -4.606 -2.854
C -2.076 -3.629 -3.488
F -1.962 -3.601 -4.832
F -1.818 -2.382 -3.035
F 0.185 -4.207 -3.092
F -1.288 -4.521 -1.511
O -0.342 -6.642 -4.188
C -0.648 -6.633 -5.531
C 0.384 -5.840 -6.337
F 0.424 -4.557 -5.938
F 0.042 -5.863 -7.648
F -1.904 -6.209 -5.766
F -0.587 -7.919 -5.960
H -0.936 -6.623 -2.294
H -2.258 -6.381 -3.391
H -3.104 -3.888 -3.219
H 1.377 -6.279 -6.217
*
```

Mulliken atomic charge list, values in e, 8 entries: C -1.61; C 0.76; C -1.22; C 0.18; C -1.42; B 0.57; C 0.70; F -0.40